# C50H56F2MnN7O2Se

A structure of composition C50H56F2MnN7O2Se (the ωB97M-V functional and the def2-TZVPD basis, the OMol25 dataset).

The geometry in XYZ format:
```
119
Properties=species:S:1:pos:R:3:lowdin_spin:R:1
Mn 0.1392 0.4145 -1.4056 3.989
C -3.6660 6.5650 -1.6829 0.000
C -3.2133 5.1498 -1.4904 0.000
C -4.0525 4.1396 -1.1120 0.004
C -3.6304 2.7887 -0.9843 0.002
C -4.5906 1.8791 -0.5012 0.001
N -4.6415 0.5642 -0.5953 0.003
C -4.0777 -0.2756 -1.6633 0.011
C -5.2314 -0.8503 -2.4988 0.007
C -4.8529 -1.1408 -3.9582 0.023
N -4.4802 0.0656 -4.6884 0.165
C -3.1818 0.5215 -4.5598 0.410
C -2.0744 -0.2989 -4.8891 0.027
C -2.1261 -1.3159 -5.8413 0.115
C -0.9961 -2.0377 -6.2477 0.001
C -1.1083 -3.1002 -7.3046 -0.005
C 0.2164 -1.7201 -5.6724 0.122
C 0.2984 -0.7718 -4.6300 0.011
C 1.5634 -0.4983 -4.0100 0.010
N 1.7237 0.0346 -2.8483 0.017
C 3.0728 0.5009 -2.5490 0.003
C 3.0829 2.0236 -2.5047 -0.001
C 2.3064 2.6319 -1.3425 0.002
N 0.8551 2.4004 -1.3921 0.005
C 0.1060 3.4278 -1.5276 0.009
C -1.3472 3.5325 -1.4805 0.000
C -1.8550 4.8039 -1.6505 0.003
C -2.2402 2.4305 -1.1529 0.005
O -1.8334 1.2696 -0.9381 0.047
C -0.8397 -0.0764 -4.1882 0.050
O -0.8178 0.7272 -3.1793 0.068
H -4.7323 6.6606 -1.4841 0.000
H -3.4879 6.9052 -2.7038 0.000
H -3.1389 7.2469 -1.0138 0.000
H -5.0982 4.3623 -0.9267 0.000
H -5.4163 2.3143 0.0550 0.000
H -5.4041 0.1296 -0.0944 0.001
H -3.4719 -1.0616 -1.2089 0.000
H -3.4068 0.3409 -2.2517 0.009
H -6.0597 -0.1339 -2.5065 0.001
H -5.6151 -1.7618 -2.0327 0.003
H -5.6994 -1.6220 -4.4530 0.000
H -4.0161 -1.8369 -4.0098 0.002
H -5.1747 0.7946 -4.6205 0.002
H -3.0270 1.5412 -4.2317 0.020
H -3.0729 -1.5066 -6.3342 0.006
H -2.1033 -3.1109 -7.7469 0.000
H -0.9179 -4.0924 -6.8930 -0.002
H -0.3907 -2.9353 -8.1090 -0.002
H 1.1215 -2.2260 -5.9886 0.008
H 2.4594 -0.7297 -4.5946 0.002
H 3.7721 0.1548 -3.3182 0.001
H 3.4100 0.1011 -1.5946 -0.001
H 2.7047 2.4191 -3.4516 0.000
H 4.1179 2.3595 -2.4035 0.000
H 2.4865 3.7116 -1.3017 0.000
H 2.6640 2.1866 -0.4086 0.000
H 0.5998 4.3974 -1.6547 0.001
H -1.1570 5.6009 -1.8905 0.000
F -1.0804 -4.7029 -2.5999 -0.004
C -1.0553 -3.7305 -1.6769 -0.006
C -0.5321 -2.4946 -2.0227 -0.003
C -0.5141 -1.4894 -1.0712 -0.157
C -1.0125 -1.7232 0.2279 -0.010
C -1.5156 -2.9924 0.5056 -0.006
F -1.9864 -3.2825 1.7413 -0.004
C -1.5542 -4.0129 -0.4213 0.017
C -0.9103 -0.6258 1.2023 0.001
C -1.5144 -0.5769 2.4604 0.002
C -1.3236 0.5360 3.2568 0.003
C -0.5535 1.5913 2.7883 0.001
C -0.0085 1.4822 1.5248 0.002
N -0.1712 0.4054 0.7595 -0.004
H -0.1719 -2.3605 -3.0313 -0.002
H -1.9459 -4.9859 -0.1650 0.001
H -2.1193 -1.3988 2.8047 0.000
H -1.7720 0.5791 4.2410 0.000
H -0.3782 2.4750 3.3847 0.000
H 0.5868 2.2788 1.0987 0.000
C 5.1524 0.1465 5.1394 0.000
C 5.0673 1.5714 4.6068 0.000
C 4.5539 1.7006 3.1724 0.000
C 3.0400 1.6569 3.0061 0.000
N 2.4236 0.3775 3.3312 0.002
C 2.3450 -0.6865 2.4895 0.002
Se 2.9935 -0.7622 0.7707 0.009
N 1.6484 -1.6599 3.1223 0.002
C 1.3161 -2.9756 2.5872 0.000
C 2.0935 -4.1251 3.2222 0.000
C 3.5603 -4.2376 2.7998 0.000
C 4.4983 -3.2893 3.5340 0.000
C 1.2426 -1.2046 4.3649 0.000
C 0.4795 -1.8012 5.3580 0.000
C 0.2243 -1.0453 6.4904 0.000
C 0.7200 0.2540 6.6282 0.000
C 1.4852 0.8477 5.6368 0.000
C 1.7277 0.0957 4.4970 0.000
H 5.6753 0.1256 6.0954 0.000
H 5.7037 -0.4910 4.4468 0.000
H 4.1741 -0.3075 5.2970 0.000
H 6.0664 2.0104 4.6451 0.000
H 4.4522 2.1866 5.2722 0.000
H 4.9995 0.9317 2.5355 0.000
H 4.8731 2.6639 2.7648 0.000
H 2.7663 1.8815 1.9752 0.000
H 2.5671 2.4013 3.6512 0.000
H 1.5096 -2.9233 1.5137 0.000
H 0.2409 -3.1091 2.7333 0.000
H 1.5639 -5.0403 2.9456 0.000
H 2.0294 -4.0581 4.3129 0.000
H 3.6385 -4.0718 1.7218 0.000
H 3.8874 -5.2643 2.9765 0.000
H 4.2638 -2.2466 3.3318 0.000
H 5.5325 -3.4481 3.2287 0.000
H 4.4436 -3.4443 4.6139 0.000
H 0.0997 -2.8079 5.2555 0.000
H -0.3642 -1.4726 7.2902 0.000
H 0.5093 0.8064 7.5333 0.000
H 1.8750 1.8485 5.7565 0.000
```

## Properties
Kohn-Sham gap (alpha / beta): 4.68 / 6.42 eV
energy relative to the best compared isomer or geometry (same formula, charge and spin): 0.0 kJ/mol
highest occupied orbital energy (alpha / beta): -7.8 / -9.5 eV
2S+1: 6
expectation value of S²: 8.926
net charge: +1

---

# C50H57BiN4OP4Se2

A structure of composition C50H57BiN4OP4Se2 at a distorted geometry (the ωB97M-V functional and the def2-TZVPD basis, the OMol25 dataset).

The geometry in XYZ format:
```
119
Properties=species:S:1:pos:R:3:lowdin_charge:R:1
Bi 15.8800 17.2398 16.5001 1.013
C 15.5761 8.2805 12.7202 -0.196
C 15.7663 9.6563 13.0364 -0.688
C 15.4587 10.5423 11.7774 -0.109
P 17.1258 9.9304 14.0212 1.093
C 18.5124 9.0963 12.8538 -0.511
C 18.5108 7.5931 12.5372 -0.270
C 19.0921 9.9309 11.6389 -0.141
C 18.0367 11.5410 14.1342 -0.315
C 17.9112 12.7351 13.2896 -0.193
C 18.6464 13.8532 13.3438 -0.139
C 19.6589 13.7967 14.4368 -0.124
C 19.8355 12.6234 15.1338 -0.104
C 19.0427 11.4191 15.0870 -0.248
N 19.6800 10.2428 15.7862 0.035
C 19.8434 9.6920 16.9037 -0.354
C 20.6514 10.6502 17.7620 -0.002
C 20.7589 10.1367 18.9785 -0.148
C 20.5332 8.7778 19.3370 -0.168
C 20.0192 7.9054 18.5085 -0.204
C 19.6621 8.3070 17.2998 -0.382
P 19.1270 7.1824 16.0485 1.083
C 18.0844 6.0131 16.9794 -0.568
C 16.7995 6.9328 17.6972 -0.042
C 17.4715 5.0021 16.0940 -0.175
C 20.8077 6.2445 15.2752 -0.445
C 21.9965 5.5880 16.1765 -0.101
C 21.2941 7.4005 14.3213 -0.138
H 14.7970 7.5488 13.0664 0.097
H 16.4494 7.7933 13.2946 0.026
H 15.6003 8.1954 11.6601 0.026
H 14.8104 10.0716 13.6015 0.111
H 15.2010 11.6666 11.9880 0.081
H 14.7871 10.2214 11.0061 0.052
H 16.4006 10.6006 11.3468 0.017
H 19.5083 8.8330 13.6035 0.084
H 19.3083 7.1264 11.7299 0.127
H 17.6939 7.3874 11.7822 0.023
H 17.8167 6.9871 13.3848 0.102
H 18.8933 9.2741 10.5347 0.131
H 20.1802 9.7298 11.7006 0.034
H 19.2824 11.0696 11.7111 0.079
H 17.1710 12.7194 12.4430 0.070
H 18.2621 15.0785 13.1180 0.160
H 20.4574 14.5000 14.6193 0.074
H 20.0144 13.0175 16.2453 0.134
H 20.5598 11.5747 17.1273 0.077
H 21.1978 10.4388 19.9467 0.083
H 20.6759 8.6195 20.3796 0.070
H 19.7586 7.0254 18.9424 0.073
H 18.5930 5.6692 17.8237 0.047
H 17.1791 7.8232 18.2481 0.061
H 16.4736 6.1823 18.4391 0.072
H 16.6235 7.2224 16.7163 0.004
H 17.2280 4.3278 16.7186 -0.021
H 17.8956 4.5973 15.1241 0.099
H 16.3703 5.1471 15.8888 0.094
H 20.5095 5.3309 14.8141 0.045
H 22.3364 6.5821 16.3940 0.043
H 22.5672 5.1774 15.3145 0.057
H 21.7305 4.7374 16.7978 0.055
H 22.1795 7.1045 13.9487 0.007
H 21.6606 8.1951 15.1127 0.117
H 20.4890 7.6334 13.5931 0.010
Se 10.4038 15.5399 19.3918 0.205
P 11.0687 14.0455 18.0499 0.487
C 11.2731 12.4005 18.8924 -0.293
C 12.5089 12.1350 19.6089 -0.049
C 12.7203 10.8679 20.2037 -0.108
C 11.6403 10.0863 20.2915 -0.177
C 10.4045 10.1862 19.6861 -0.163
C 10.2039 11.4185 19.1653 -0.123
C 10.0326 13.9696 16.6344 -0.338
C 9.8470 12.7992 15.7786 -0.152
C 9.4601 12.8533 14.6074 -0.142
C 8.7379 13.9268 14.1103 -0.036
C 8.4025 14.7898 15.0852 -0.120
C 8.9708 14.8020 16.3496 -0.120
C 12.8145 14.5715 17.5879 -0.354
C 13.7024 14.6648 16.4023 -0.349
N 14.8897 15.1947 16.9362 -0.297
N 14.8168 15.1643 18.3436 -0.119
N 13.6623 14.7837 18.7635 -0.070
P 13.3182 14.4636 14.5507 0.690
Se 14.8388 14.8530 13.0890 0.340
C 12.5105 12.6880 14.6002 -0.361
C 12.3737 12.2557 13.3456 -0.110
C 12.1686 10.7661 12.9821 -0.051
C 12.0696 9.9735 14.0129 -0.128
C 12.5395 10.4219 15.2215 -0.044
C 12.6470 11.7907 15.5569 -0.095
C 12.2087 15.8988 14.0027 -0.445
C 11.4473 16.6840 14.8756 -0.058
C 10.4630 17.5048 14.1883 -0.122
C 10.3567 17.5942 12.8380 -0.143
C 10.9916 16.6643 11.8914 -0.072
C 11.8886 15.7802 12.6858 -0.227
H 13.3253 12.9892 19.7799 0.130
H 13.4780 10.6426 20.8533 0.076
H 11.9865 8.9921 20.7280 0.147
H 9.3662 9.6124 20.1592 0.173
H 9.0749 11.2868 18.9341 0.126
H 10.4161 11.8431 16.2396 0.147
H 9.9802 12.0095 14.0211 0.140
H 8.4974 14.3673 13.2423 0.077
H 7.4697 15.3333 15.0633 0.109
H 8.5532 15.4845 17.1256 0.084
H 12.2985 13.0148 12.3993 0.118
H 12.2871 10.6762 11.9079 0.097
H 11.8650 8.9435 14.2667 0.118
H 12.5889 9.6964 15.7910 0.028
H 12.8688 11.8600 16.5283 0.067
H 11.3827 16.9375 16.0346 0.156
H 10.1019 18.2744 14.6682 0.039
H 9.8593 18.5145 12.5700 0.081
H 11.1853 16.5849 10.5511 0.170
H 12.8507 14.8053 11.9946 0.075
H 14.7338 6.7947 9.7204 0.051
O 14.1643 17.5061 15.5224 -0.944
```

## Properties
Kohn-Sham gap (alpha / beta): 5.19 / 5.19 eV
energy relative to the best compared isomer or geometry (same formula, charge and spin): 2280.4 kJ/mol
highest occupied orbital energy (alpha / beta): -1.7 / -1.7 eV
net charge: -2

---

The highest energy relative to the best compared isomer or geometry (same formula, charge and spin) belongs to which entry? C50H57BiN4OP4Se2

---

Which formula does entry 1 have? C50H56F2MnN7O2Se

---

What is the energy relative to the best compared isomer or geometry (same formula, charge and spin) in the second record? 2280.4 kJ/mol